ORCA calculation (ωB97M-V/def2-TZVPD) on a gas-phase ion, C3H7N2 (charge +1).

- Total charge: +1
- Frontier orbital gap (spin up / spin down): 11.16 / 11.16 eV
- E: -6194.570 eV
- HOMO (spin up / spin down): -15.80 / -15.80 eV
- LUMO level (spin up / spin down): -0.171 / -0.171 Ha
- Multiplicity: 1
- F_max: 6.78 eV/A
- SMILES: C[C@@H]1NC1=[NH2+]

Element x y z (Å)
C (0.774, -0.219, -0.052)
C (-0.578, -0.266, -0.619)
C (-1.628, 0.532, 0.057)
N (0.242, -1.379, 0.177)
N (2.175, 0.480, 0.078)
H (-0.617, -0.669, -1.613)
H (-1.063, 1.300, 0.675)
H (-2.226, -0.125, 0.620)
H (-2.237, 0.815, -0.866)
H (0.096, -2.112, 0.886)
H (2.276, 1.378, -0.306)
H (2.786, 0.264, 0.962)

=====

ORCA calculation (ωB97M-V/def2-TZVPD) on 8 unconnected molecules or ions with the total composition H16S8.

- Total charge: 0
- Frontier orbital gap: 9.88 eV
- E: -86940.075 eV
- HOMO: -9.63 eV
- LUMO level: 0.009 Ha
- Multiplicity: 1
- F_max: 1.03 eV/A
- SMILES: S.S.S.S.S.S.S.S

Element x y z (Å)
S (5.561, -1.956, -1.767)
H (5.360, -2.771, -0.732)
H (6.641, -2.609, -2.210)
S (-3.270, -2.241, -2.132)
H (-2.256, -1.466, -2.527)
H (-4.239, -1.394, -2.421)
S (-1.687, 4.376, 4.084)
H (-1.032, 4.409, 2.919)
H (-0.592, 4.643, 4.801)
S (0.957, 0.012, -6.044)
H (0.384, 0.308, -4.874)
H (0.591, 1.033, -6.821)
S (-3.993, -4.192, 3.366)
H (-3.672, -5.457, 3.598)
H (-2.717, -3.817, 3.237)
S (3.899, -0.421, 4.219)
H (3.751, 0.766, 3.621)
H (5.130, -0.644, 3.747)
S (1.582, -0.492, -0.043)
H (2.695, -1.129, -0.427)
H (1.468, -1.188, 1.089)
S (-4.852, 4.204, -1.867)
H (-4.019, 5.251, -1.817)
H (-5.689, 4.777, -0.998)

=====

ORCA calculation (ωB97M-V/def2-TZVPD) on a molecular structure, C12H24F7O12PV.

- Total charge: 0
- Frontier orbital gap (spin up / spin down): 8.24 / 11.21 eV
- E: -91411.613 eV
- HOMO (spin up / spin down): -7.79 / -10.77 eV
- LUMO level (spin up / spin down): 0.016 / 0.016 Ha
- Multiplicity: 4
- F_max: 1.35 eV/A

Element x y z (Å)
V (0.026, 0.286, -0.180)
P (-2.144, -1.356, 2.069)
F (-1.979, -0.458, 0.643)
F (-0.734, -0.717, 2.548)
F (-2.888, -0.075, 2.729)
F (-2.260, -2.206, 3.412)
F (-3.560, -1.869, 1.526)
F (-1.384, -2.563, 1.322)
F (1.598, 0.971, -1.306)
C (-1.148, 2.760, 3.364)
O (0.131, 3.289, 3.031)
C (0.815, 2.605, 2.128)
O (0.367, 1.710, 1.452)
O (2.065, 3.028, 2.082)
C (2.923, 2.343, 1.184)
H (-1.037, 1.871, 3.981)
H (-1.756, 2.556, 2.488)
H (-1.687, 3.499, 3.954)
H (2.457, 2.164, 0.213)
H (3.253, 1.379, 1.575)
H (3.793, 2.983, 1.071)
C (-0.492, 2.998, -3.141)
O (-1.858, 2.892, -2.692)
C (-2.068, 2.332, -1.525)
O (-1.203, 1.814, -0.845)
O (-3.345, 2.405, -1.226)
C (-3.782, 1.748, -0.019)
H (-0.488, 2.746, -4.197)
H (0.151, 2.309, -2.593)
H (-0.140, 4.014, -2.979)
H (-4.705, 2.239, 0.277)
H (-3.011, 1.783, 0.740)
H (-4.069, 0.716, -0.220)
C (-0.012, -0.437, -4.221)
O (0.324, -1.781, -3.845)
C (0.100, -2.105, -2.602)
O (-0.182, -1.355, -1.702)
O (0.278, -3.402, -2.452)
C (-0.008, -3.986, -1.178)
H (-0.280, -0.467, -5.270)
H (0.818, 0.222, -3.977)
H (-0.873, -0.074, -3.656)
H (-0.446, -4.968, -1.343)
H (-0.803, -3.431, -0.678)
H (0.911, -4.029, -0.603)
C (3.403, -1.530, -1.124)
O (3.496, -1.914, 0.241)
C (2.422, -1.789, 1.007)
O (1.428, -1.153, 0.728)
O (2.576, -2.494, 2.107)
C (1.378, -2.730, 2.893)
H (2.615, -2.067, -1.644)
H (4.367, -1.785, -1.564)
H (3.282, -0.455, -1.255)
H (0.662, -3.317, 2.323)
H (0.975, -1.787, 3.240)
H (1.729, -3.361, 3.705)

=====

ORCA calculation (ωB97M-V/def2-TZVPD) on a molecular structure, C47H46I2N2O2P2SiTa.

- Total charge: +1
- Frontier orbital gap: 7.12 eV
- E: -100766.222 eV
- HOMO: -10.82 eV
- LUMO level: -0.136 Ha
- Multiplicity: 1
- F_max: 1.27 eV/A

Element x y z (Å)
Ta (-0.008, -0.090, -0.373)
C (4.906, -1.977, 3.523)
C (3.985, -2.966, 3.198)
C (2.688, -2.621, 2.868)
C (2.295, -1.284, 2.856)
C (3.222, -0.296, 3.173)
C (4.523, -0.646, 3.511)
P (0.548, -0.933, 2.508)
C (-0.267, -1.489, 4.043)
C (-1.637, -1.737, 4.037)
C (-2.289, -2.109, 5.199)
C (-1.576, -2.252, 6.380)
C (-0.208, -2.026, 6.391)
C (0.447, -1.651, 5.229)
C (0.409, 0.867, 2.528)
C (0.464, 1.668, 3.665)
C (0.316, 3.037, 3.537)
C (0.110, 3.590, 2.278)
C (0.043, 2.789, 1.148)
C (0.187, 1.392, 1.240)
H (5.917, -2.248, 3.792)
H (4.278, -4.007, 3.215)
H (1.970, -3.401, 2.636)
H (2.928, 0.745, 3.171)
H (5.235, 0.127, 3.766)
H (-2.201, -1.650, 3.114)
H (-3.353, -2.298, 5.179)
H (-2.084, -2.548, 7.287)
H (0.356, -2.143, 7.306)
H (1.514, -1.476, 5.261)
H (0.606, 1.219, 4.641)
H (0.347, 3.672, 4.411)
H (-0.021, 4.659, 2.179)
H (-0.155, 3.256, 0.194)
C (3.445, -2.185, -0.385)
C (2.125, -2.866, -0.329)
C (2.017, -4.247, -0.236)
C (0.766, -4.836, -0.146)
C (-0.378, -4.061, -0.190)
C (-0.207, -2.692, -0.352)
N (1.012, -2.118, -0.375)
N (-1.175, -1.713, -0.494)
Si (-2.808, -2.171, -1.101)
C (-3.568, -0.734, -2.021)
C (-2.539, -3.576, -2.341)
C (-3.839, -2.759, 0.357)
H (4.241, -2.843, -0.050)
H (3.410, -1.317, 0.272)
H (3.668, -1.845, -1.396)
H (2.919, -4.840, -0.211)
H (0.683, -5.910, -0.041)
H (-1.358, -4.497, -0.115)
H (-2.836, -0.104, -2.522)
H (-4.191, -0.096, -1.403)
H (-4.201, -1.154, -2.803)
H (-1.527, -3.599, -2.745)
H (-3.218, -3.441, -3.184)
H (-2.742, -4.560, -1.923)
H (-3.783, -2.065, 1.197)
H (-3.526, -3.740, 0.710)
H (-4.888, -2.838, 0.073)
C (7.343, 1.578, -0.580)
C (6.703, 0.719, 0.299)
C (5.324, 0.584, 0.262)
C (4.569, 1.305, -0.654)
C (5.222, 2.184, -1.524)
C (6.599, 2.314, -1.490)
P (2.759, 1.161, -0.790)
C (2.303, 2.904, -1.055)
C (1.567, 3.320, -2.160)
C (1.197, 4.652, -2.291)
C (1.568, 5.577, -1.329)
C (2.311, 5.169, -0.229)
C (2.668, 3.841, -0.088)
C (2.359, 0.327, -2.332)
C (3.169, 0.132, -3.453)
C (2.670, -0.594, -4.515)
C (1.372, -1.099, -4.457)
C (0.574, -0.885, -3.348)
C (1.070, -0.179, -2.244)
H (8.418, 1.684, -0.550)
H (7.275, 0.155, 1.022)
H (4.849, -0.074, 0.976)
H (4.648, 2.777, -2.223)
H (7.092, 2.996, -2.168)
H (1.273, 2.609, -2.921)
H (0.628, 4.966, -3.155)
H (1.285, 6.615, -1.436)
H (2.609, 5.887, 0.523)
H (3.239, 3.535, 0.781)
H (4.174, 0.529, -3.477)
H (3.279, -0.769, -5.390)
H (0.985, -1.666, -5.294)
H (-0.436, -1.276, -3.345)
I (-2.655, 0.873, 1.608)
I (-5.287, 0.480, 1.623)
C (-1.815, 2.345, -3.721)
O (-1.019, 1.405, -2.987)
C (-1.139, 1.454, -1.643)
O (-1.830, 2.303, -1.128)
H (-1.807, 1.996, -4.750)
H (-1.379, 3.342, -3.656)
H (-2.832, 2.383, -3.330)